{"formula": "C29H34Br60NO3P", "method": "ωB97M-V with the def2-TZVPD basis set", "e_lumo_ev": -0.43, "homo_lumo_gap_ev": 9.20, "multiplicity": 1, "total_charge": 0, "fmax_ev_per_a": 2.7, "e_homo_ev": -9.63, "species": ["C", "O", "C", "C", "O", "C", "P", "O", "C", "C", "C", "C", "N", "C", "H", "H", "H", "H", "H", "H", "H", "H", "H", "H", "H", "H", "H", "H", "C", "Br", "Br", "Br", "H", "C", "Br", "Br", "Br", "H", "C", "Br", "Br", "Br", "H", "C", "Br", "Br", "Br", "H", "C", "Br", "Br", "Br", "H", "C", "Br", "Br", "Br", "H", "C", "Br", "Br", "Br", "H", "C", "Br", "Br", "Br", "H", "C", "Br", "Br", "Br", "H", "C", "Br", "Br", "Br", "H", "C", "Br", "Br", "Br", "H", "C", "Br", "Br", "Br", "H", "C", "Br", "Br", "Br", "H", "C", "Br", "Br", "Br", "H", "C", "Br", "Br", "Br", "H", "C", "Br", "Br", "Br", "H", "C", "Br", "Br", "Br", "H", "C", "Br", "Br", "Br", "H", "C", "Br", "Br", "Br", "H", "C", "Br", "Br", "Br", "H"], "positions_angstrom": [[4.885261, 3.632063, 0.735760], [5.007974, 4.904923, 0.093929], [3.917245, 5.732475, 0.477718], [2.507249, 5.201028, 0.021345], [1.703871, 4.751123, 1.129177], [0.370658, 4.451905, 0.713064], [-0.946773, 5.170737, 1.826703], [-1.288559, 4.336217, 3.017165], [0.238158, 2.919895, 0.480101], [1.366244, 2.038857, 0.729772], [1.178453, 0.624064, 0.449764], [-0.103307, 0.232839, -0.046035], [-1.173977, 1.010730, -0.260970], [-0.965699, 2.306811, -0.001847], [4.339670, 3.741333, 1.711783], [5.875633, 3.151912, 0.910363], [4.272423, 2.971526, 0.073536], [4.088618, 6.706466, -0.045676], [3.895336, 5.969389, 1.569543], [2.018617, 6.048825, -0.528204], [2.636377, 4.356682, -0.706318], [0.232363, 4.935999, -0.296877], [-0.461485, 6.469730, 2.194707], [-2.085534, 5.436530, 0.992862], [2.331599, 2.399886, 1.116531], [2.015169, -0.091220, 0.594599], [-0.227120, -0.847664, -0.281248], [-1.828998, 2.989459, -0.180967], [-3.836612, -1.449965, -0.905398], [-3.325947, -2.412458, -2.504307], [-5.751944, -1.420319, -0.662106], [-2.929333, -2.114610, 0.660159], [-3.516544, -0.420966, -1.039711], [6.077843, 0.211372, -0.335721], [6.577672, -0.771067, -1.918479], [4.159206, 0.278973, -0.108361], [6.971167, -0.471010, 1.233728], [6.417527, 1.231016, -0.475358], [8.501620, 2.636783, 3.799345], [6.619840, 2.592118, 3.358925], [9.056370, 1.041460, 4.736874], [9.597932, 2.971933, 2.240726], [8.647353, 3.470570, 4.475761], [-4.422527, -0.427444, 4.364233], [-3.175559, 0.402989, 3.146003], [-5.998210, 0.665022, 4.574436], [-4.859149, -2.241637, 3.851348], [-3.937907, -0.481553, 5.331785], [6.372636, -1.213875, 7.193172], [6.598653, 0.592723, 7.848855], [5.288081, -1.266241, 5.594059], [8.068878, -2.109571, 6.937625], [5.837630, -1.762815, 7.958766], [-9.263357, 2.134324, 7.299248], [-8.252758, 0.598296, 7.892569], [-8.200837, 3.746357, 7.339496], [-10.068310, 1.843023, 5.561670], [-10.074732, 2.271491, 8.004930], [-1.086397, -4.709251, 2.813964], [0.525182, -3.931248, 2.080950], [-1.675871, -6.235216, 1.786776], [-0.886609, -5.137499, 4.687534], [-1.864837, -3.957587, 2.741532], [-6.594712, 5.433160, 3.713307], [-7.797390, 3.918891, 3.646838], [-6.931226, 6.555809, 5.252482], [-4.742365, 4.882851, 3.616731], [-6.793634, 6.034650, 2.834350], [11.281412, -2.271410, 3.011879], [11.620788, -2.773775, 4.846209], [9.435635, -1.774457, 2.732806], [12.493298, -0.891489, 2.409102], [11.470502, -3.148450, 2.403141], [-11.642531, -1.441771, 9.794486], [-11.380256, 0.385439, 10.372410], [-12.699618, -1.537947, 8.179985], [-9.965724, -2.383296, 9.609219], [-12.204486, -1.942988, 10.573346], [9.631159, 1.748319, -1.954118], [10.873685, 3.082221, -1.312083], [7.876093, 2.495589, -2.271814], [10.308094, 0.824585, -3.509390], [9.523814, 1.008995, -1.167043], [13.879635, -6.040212, 3.734261], [13.350374, -6.645155, 5.491323], [12.386244, -6.012817, 2.504574], [14.779171, -4.332562, 3.805842], [14.592785, -6.760161, 3.351184], [-6.331934, 1.602110, -3.608104], [-7.469056, 0.045785, -3.763342], [-6.718383, 2.615679, -2.008136], [-4.458551, 1.142650, -3.729592], [-6.555086, 2.242653, -4.453453], [13.823746, -1.442882, -4.835775], [15.457362, -1.458194, -5.867351], [12.266649, -1.241425, -5.963198], [13.682283, -2.992711, -3.690518], [13.862981, -0.573113, -4.190340], [-4.757122, -1.785034, -7.267421], [-4.416758, -2.300455, -5.435665], [-6.610979, -1.318039, -7.542865], [-3.567011, -0.377790, -7.850902], [-4.552359, -2.651219, -7.887119], [-7.786424, -4.990568, -9.465906], [-6.189177, -4.196644, -10.209271], [-8.377528, -6.510100, -10.501048], [-7.562825, -5.433559, -7.597515], [-8.569017, -4.242184, -9.522760], [5.132504, -4.444842, -1.750836], [5.617071, -5.458453, -3.323512], [3.216008, -4.364707, -1.510921], [6.025328, -5.104032, -0.168869], [5.475614, -3.430120, -1.907612], [-5.138791, 6.360256, -2.721762], [-4.629392, 5.402390, -4.321421], [-7.056367, 6.410716, -2.496582], [-4.254171, 5.656613, -1.150818], [-4.804954, 7.383709, -2.843034], [-10.977700, -1.943696, -7.474645], [-10.895756, -2.590632, -9.295814], [-10.346017, -0.124011, -7.332935], [-12.743065, -2.152699, -6.720277], [-10.306032, -2.560790, -6.887984], [-11.763495, -7.857801, -8.448636], [-11.257767, -6.027329, -8.802627], [-11.673942, -8.946292, -10.044371], [-10.731576, -8.618030, -7.002080], [-12.798627, -7.845876, -8.129375]], "forces_ev_per_a": [[-0.54, -0.42, -0.29], [-0.44, -0.15, 1.02], [-0.51, 0.73, -0.59], [0.66, 0.22, -0.43], [-0.37, 0.68, -0.23], [0.35, -0.52, -1.55], [-0.01, -0.58, 1.39], [0.09, 0.42, -0.75], [0.70, -1.87, 0.23], [-1.82, -0.99, -0.65], [-1.15, 2.39, -0.09], [1.29, -1.33, 0.23], [1.39, 0.62, 0.45], [0.25, 1.58, 0.37], [0.58, -0.18, -0.64], [-0.71, 0.69, -0.35], [0.46, 0.38, 0.61], [-0.08, -0.82, 0.37], [0.07, -0.46, -0.57], [0.04, -0.72, 0.57], [-0.03, 0.65, 0.47], [-0.23, -0.28, 0.80], [-0.07, -0.42, -0.56], [0.66, -0.03, -0.01], [-0.73, -0.05, -0.22], [-1.33, 0.43, 0.02], [-0.08, 0.85, 0.19], [0.54, -0.64, 0.08], [-0.06, 0.15, 0.01], [0.14, 0.00, 0.60], [0.26, -0.05, 0.00], [-0.02, -0.15, -0.38], [0.04, -0.11, 0.03], [-0.08, -0.07, 0.16], [-0.08, -0.10, 0.14], [0.78, -0.29, -0.26], [-0.36, 0.15, -0.40], [-0.03, -0.10, -0.01], [0.07, -0.03, 0.15], [0.37, -0.01, 0.40], [-0.13, 0.36, -0.02], [-0.20, -0.12, 0.08], [-0.03, -0.07, -0.10], [0.05, 0.13, 0.00], [-0.09, 0.02, 0.23], [0.09, -0.14, -0.03], [0.01, 0.18, 0.07], [-0.05, -0.01, -0.11], [0.00, 0.01, 0.01], [-0.02, -0.25, -0.10], [0.19, 0.04, 0.14], [-0.17, 0.17, -0.04], [0.06, 0.06, -0.09], [0.04, 0.02, 0.09], [-0.14, 0.22, -0.15], [-0.12, -0.22, 0.03], [0.09, -0.05, 0.24], [0.06, -0.06, -0.10], [-0.05, 0.02, -0.02], [-0.15, -0.10, 0.07], [0.10, 0.19, 0.13], [0.00, 0.04, -0.23], [0.07, -0.09, 0.03], [0.09, -0.10, -0.14], [0.20, 0.28, -0.06], [0.05, -0.11, -0.16], [-0.17, 0.02, 0.05], [0.00, -0.04, 0.11], [0.02, -0.05, 0.02], [-0.18, 0.14, -0.12], [0.55, -0.47, 0.01], [-0.16, -0.12, 0.10], [0.00, 0.08, 0.09], [0.03, -0.04, -0.05], [-0.03, -0.17, -0.08], [0.17, 0.05, 0.17], [-0.22, 0.08, 0.04], [0.06, 0.07, -0.07], [0.01, -0.12, 0.08], [-0.15, -0.13, -0.11], [0.34, 0.32, -0.08], [-0.06, 0.11, 0.16], [0.00, 0.08, -0.06], [0.05, 0.04, 0.06], [0.02, 0.11, -0.21], [0.13, 0.01, 0.13], [-0.01, -0.23, -0.08], [-0.10, 0.07, 0.02], [-0.04, 0.00, 0.00], [0.14, 0.21, -0.02], [0.08, -0.20, -0.15], [-0.20, 0.07, 0.08], [0.03, -0.05, 0.10], [0.02, 0.03, 0.06], [-0.21, -0.03, 0.10], [0.16, -0.05, 0.09], [0.01, 0.17, -0.16], [-0.02, -0.09, -0.07], [0.03, -0.25, -0.04], [-0.24, 0.20, -0.57], [0.12, 0.07, 0.06], [-0.16, -0.12, 0.10], [-0.06, 0.11, 0.02], [-0.06, -0.05, 0.03], [-0.11, -0.11, 0.05], [0.52, 0.07, -0.10], [0.01, 0.07, -0.21], [0.10, -0.06, 0.02], [-0.02, -0.01, 0.02], [-0.07, 0.10, 0.19], [0.21, -0.03, -0.01], [-0.12, 0.08, -0.18], [-0.03, -0.07, 0.03], [-0.04, -0.01, -0.04], [-0.07, 0.05, 0.22], [0.23, 0.02, -0.01], [-0.11, 0.04, -0.14], [-0.03, -0.12, 0.02], [0.03, -0.02, 0.17], [-0.01, 0.17, 0.10], [-0.06, -0.22, -0.05], [0.21, 0.03, -0.15], [-0.06, 0.05, -0.09], [0.06, -0.01, 0.02], [-0.55, -0.11, 0.31], [0.03, 0.12, 0.16], [-0.08, 0.09, -0.20], [0.11, 0.00, -0.04]]}